(a)
Here is C4H8OS2 as an isolated structure from the OMol25 dataset. Energies are from the ωB97M-V functional and the def2-TZVPD basis.

The geometry in ORCA input format:
```
! wB97M-V def2-TZVPD RIJCOSX def2/J DEFGRID3
* xyz 0 1
C 0.54 0.05 -0.86
C 0.25 -1.32 -0.54
C 0.36 -0.82 0.98
C 0.21 0.70 0.51
H 0.02 2.34 -1.77
H 1.66 0.17 -0.97
H -0.67 -1.68 -0.82
H 1.23 -1.81 -0.90
H 1.50 -0.91 1.41
H -1.88 -0.67 1.56
H 0.89 1.32 1.08
H -1.46 1.85 -0.05
O -1.25 1.03 0.40
S -0.58 1.17 -2.05
S -0.82 -1.42 2.02
*
```

Output
HOMO, eV: -8.73

(b)
Here is a 2-piece molecular cluster, C4H8OS2 overall from the OMol25 dataset. Energies are from the ωB97M-V functional and the def2-TZVPD basis.

The geometry in ORCA input format:
```
! wB97M-V def2-TZVPD RIJCOSX def2/J DEFGRID3
* xyz 0 1
C 1.59 -1.31 0.88
C 3.04 -1.03 0.78
O 3.84 -1.35 -0.05
C 0.49 -0.83 1.93
S 0.09 0.88 1.34
S -1.39 1.32 -1.69
C -3.11 1.73 -2.52
H 1.21 -2.11 0.29
H 1.20 -0.59 -0.04
H 3.36 -0.58 1.75
H -0.27 -1.63 1.91
H 0.85 -0.76 2.96
H -3.60 2.24 -1.63
H -3.18 2.65 -3.08
H -4.10 1.38 -2.82
*
```

Output
HOMO, eV: -8.88

(c)
Here is one molecule with the formula C4H8OS2 from the OMol25 dataset. Energies are from the ωB97M-V functional and the def2-TZVPD basis.

The geometry in ORCA input format:
```
! wB97M-V def2-TZVPD RIJCOSX def2/J DEFGRID3
* xyz 0 1
C -1.66 0.05 -2.03
S -0.11 0.92 -1.75
S -0.33 1.70 0.09
C 0.38 0.55 1.31
C 0.66 -0.85 0.83
C 0.60 -1.97 1.80
O 1.20 -3.01 1.73
H -1.56 -0.76 -2.77
H -2.46 0.66 -2.38
H -2.04 -0.40 -1.12
H 1.30 1.01 1.61
H -0.30 0.60 2.16
H 1.53 -0.92 0.17
H -0.02 -1.17 0.04
H -0.22 -1.91 2.55
*
```

Output
SMILES: CSSCCC=O
HOMO, eV: -9.28

(c) is favored, and the nearest alternative lies 65.5 kcal/mol above it.

(a)
Here is a 2-piece molecular cluster, C4H10O overall from the OMol25 dataset. Energies are from the ωB97M-V functional and the def2-TZVPD basis.

The geometry in ORCA input format:
```
! wB97M-V def2-TZVPD RIJCOSX def2/J DEFGRID3
* xyz 1 2
C 2.06 1.30 -1.24
C 0.88 1.42 -0.34
C -0.37 1.65 -0.88
C 1.05 1.06 1.18
H 2.81 2.19 -1.27
H 1.75 1.44 -2.27
H 2.64 0.47 -0.89
H -1.20 1.64 -0.23
H -0.54 1.82 -1.85
H 2.15 0.74 1.26
H 0.34 0.25 1.32
H 1.13 2.01 1.78
H -4.42 -5.22 1.83
H -4.08 -5.07 0.46
O -4.21 -5.71 1.13
*
```

Output
HOMO (spin up / spin down), eV: -13.40 / -13.40

(b)
Here is a 2-piece molecular cluster, C4H10O overall from the OMol25 dataset. Energies are from the ωB97M-V functional and the def2-TZVPD basis.

The geometry in ORCA input format:
```
! wB97M-V def2-TZVPD RIJCOSX def2/J DEFGRID3
* xyz 1 2
C 1.21 0.87 -1.75
C 2.14 0.94 -0.76
H 0.84 1.82 -2.12
H 1.07 -0.01 -2.37
H 2.11 1.80 -0.11
H 2.92 0.21 -0.56
C -1.71 -0.28 0.98
O -1.07 0.42 2.01
C -0.76 -1.45 0.49
H -1.88 0.45 0.19
H -2.61 -0.78 1.32
H -0.53 1.09 1.59
H -0.10 -1.05 -0.28
H -1.41 -2.18 0.01
H -0.22 -1.83 1.35
*
```

Output
HOMO (spin up / spin down), eV: -15.36 / -13.76

(a) is favored, and the nearest alternative lies 20.3 kcal/mol above it.

(a)
Here is a 2-piece molecular cluster, C14H20N2O overall from the OMol25 dataset. Energies are from the ωB97M-V functional and the def2-TZVPD basis.

The geometry in ORCA input format:
```
! wB97M-V def2-TZVPD RIJCOSX def2/J DEFGRID3
* xyz 0 1
C 1.69 -1.66 -0.29
C 0.39 -2.28 -0.71
C -0.17 -2.56 -1.92
N -1.42 -3.18 -1.73
C -1.50 -3.49 -0.39
C -2.56 -4.20 0.21
C -2.59 -4.08 1.58
C -1.58 -3.47 2.31
C -0.50 -2.80 1.75
C -0.53 -2.77 0.32
H 1.61 -1.22 0.73
H 2.11 -0.77 -0.75
H 2.43 -2.42 -0.18
H 0.06 -2.38 -2.98
H -1.99 -3.43 -2.52
H -3.26 -4.86 -0.23
H -3.40 -4.61 2.15
H -1.60 -3.40 3.43
H 0.27 -2.30 2.35
C 1.56 2.03 -1.81
C 1.68 3.16 -0.81
N 0.50 2.89 0.16
C 0.70 1.59 0.87
C -0.19 3.92 0.86
C -0.40 5.18 0.15
O -0.50 3.58 1.99
H 2.20 2.44 -2.67
H 0.43 2.00 -1.95
H 1.87 1.08 -1.46
H 2.51 3.19 -0.19
H 1.66 4.17 -1.12
H 0.30 0.90 0.14
H 1.71 1.35 1.05
H 0.07 1.61 1.84
H -0.46 5.13 -0.94
H -1.32 5.60 0.43
H 0.22 6.05 0.34
*
```

Output
SMILES: Cc1c[nH]c2ccccc12.CCN(C)C(C)=O
HOMO, eV: -7.88

(b)
Here is C14H20N2O as an isolated structure from the OMol25 dataset. Energies are from the ωB97M-V functional and the def2-TZVPD basis.

The geometry in ORCA input format:
```
! wB97M-V def2-TZVPD RIJCOSX def2/J DEFGRID3
* xyz 0 1
C 3.07 -3.09 -3.59
C 1.66 -2.45 -3.98
C 0.76 -1.90 -2.86
C 1.52 -0.64 -2.29
N 0.84 0.00 -1.23
C 1.29 0.05 -0.01
O 2.50 -0.19 0.34
N 0.29 0.69 0.79
C -1.08 0.70 0.76
C -1.99 -0.07 0.17
C -3.50 0.06 0.18
C -3.82 1.11 1.04
C -2.74 1.96 2.03
C -1.64 1.55 1.78
C -0.34 2.30 2.43
H -0.45 2.08 3.61
H -0.11 3.23 2.29
C 0.84 1.20 2.12
C 0.98 0.33 3.14
H 1.85 -0.55 2.79
H 1.54 0.81 3.97
H 0.20 -0.53 3.36
H 1.59 1.76 1.78
H -3.27 2.35 2.71
H -4.98 1.44 1.13
H -4.15 -0.40 -0.20
H -1.55 -0.85 -0.44
H -0.38 0.17 -1.59
H 2.55 -1.02 -1.86
H 1.64 0.01 -3.04
H -0.19 -1.74 -3.33
H 0.91 -2.63 -2.20
H 1.12 -3.36 -4.53
H 1.97 -1.71 -4.80
H 3.69 -3.50 -4.51
H 2.82 -3.84 -2.95
H 3.73 -2.07 -3.36
*
```

Output
HOMO, eV: -8.09

(a) is favored, and the nearest alternative lies 185.9 kcal/mol above it.